Here is a structure of composition C22H28N2O7PRe from OMol25. Energies are from wB97M-V/def2-TZVPD.

total energy: -51997.5372 eV
⟨S²⟩: 3.773
total charge: +1
LUMO (alpha / beta): -0.148 / -0.196 hartree
energy relative to the best compared isomer or geometry (same formula, charge and spin): 0.0 kJ/mol
spin multiplicity: 4
HOMO (alpha / beta): -0.39818 / -0.39935 Eh

Element x y z (Å)
Re -0.2621 0.8493 0.1859
O 3.1221 5.2558 0.3478
C 3.8561 4.2210 0.7380
C 5.2210 4.4271 0.9857
C 6.0434 3.3703 1.3070
C 5.5347 2.0737 1.4087
C 4.1890 1.8550 1.2322
C 3.3329 2.9147 0.9032
C 1.9318 2.6128 0.7118
O 1.4944 1.4135 0.9046
N 1.0458 3.5340 0.3619
N -0.1727 3.0288 0.1688
C -1.1457 3.8913 -0.0312
C -2.5221 3.5828 -0.0528
C -3.4826 4.5836 -0.3096
C -4.8209 4.2843 -0.3377
C -5.2434 2.9647 -0.1265
C -4.3442 1.9751 0.1989
C -2.9636 2.2534 0.2677
O -2.1259 1.3409 0.6515
H 2.1986 4.9775 0.1931
H 5.6057 5.4309 0.8855
H 7.0954 3.5453 1.4762
H 6.1889 1.2444 1.6188
H 3.7597 0.8684 1.3132
H -0.8525 4.9317 -0.1340
H -3.1496 5.5959 -0.4803
H -5.5502 5.0604 -0.5151
H -6.2911 2.7243 -0.2226
H -4.6685 0.9627 0.3910
C 1.3433 -4.1683 -1.4591
C 0.4053 -3.5970 -2.5145
C -0.8887 -4.3960 -2.6060
C 1.1101 -3.5482 -3.8687
O 0.0594 -2.2147 -2.2245
P -0.2916 -1.5538 -0.8711
O -1.3527 -0.4661 -1.0685
O 0.8918 -0.7767 -0.2719
O -0.7603 -2.7293 0.0667
C -1.2415 -2.6674 1.4274
C -0.2450 -1.9612 2.3415
C -1.3765 -4.1359 1.8371
C -2.6006 -1.9751 1.4403
H 1.6987 -5.1428 -1.7845
H 0.8287 -4.2843 -0.5113
H 2.1986 -3.5106 -1.3254
H -0.6732 -5.4047 -2.9455
H -1.5612 -3.9228 -3.3164
H -1.3769 -4.4420 -1.6367
H 1.3047 -4.5563 -4.2253
H 2.0577 -3.0219 -3.7809
H 0.4823 -3.0341 -4.5910
H 0.7586 -2.3531 2.1927
H -0.5326 -2.1229 3.3776
H -0.2180 -0.8821 2.1604
H -0.4012 -4.6163 1.8526
H -2.0112 -4.6559 1.1255
H -1.8233 -4.2094 2.8229
H -2.5095 -0.9349 1.1302
H -3.0300 -2.0111 2.4370
H -3.2715 -2.4777 0.7488